10 unconnected molecules or ions with the total composition C45H117N13O17 in a non-equilibrium geometry. Source: the OMol25 dataset; level of theory: wB97M-V/def2-TZVPD.

Cartesian coordinates (Å):
C 5.80615 -25.16174 -8.26554
O 5.74046 -26.52609 -8.20651
C 6.77817 -27.19574 -8.93488
C 6.60055 -28.66557 -8.64389
N 6.94545 -28.98765 -7.25363
C 8.36043 -29.06666 -6.94188
C 8.47988 -29.62428 -5.48428
O 7.93079 -28.75925 -4.56402
C 7.96539 -29.26563 -3.25642
H 4.83651 -24.80448 -7.91873
H 5.90137 -24.81305 -9.29385
H 6.63087 -24.69715 -7.72509
H 7.71005 -26.71473 -8.63769
H 6.55893 -27.15224 -10.00172
H 7.25882 -29.18232 -9.34227
H 5.61934 -29.02387 -8.95526
H 6.57923 -28.30151 -6.60928
H 8.83759 -28.08843 -6.88276
H 8.82415 -29.75384 -7.64958
H 9.56226 -29.64567 -5.35741
H 8.03863 -30.62008 -5.52648
H 7.18913 -30.01152 -3.08559
H 7.67733 -28.55000 -2.48636
H 8.89210 -29.79393 -3.03234
C -0.34043 -27.00076 -2.95337
O 0.52197 -27.60418 -3.92218
C -0.09647 -28.29708 -5.00608
C 0.83320 -28.92153 -6.03613
N 1.67498 -28.00379 -6.77099
C 2.37739 -28.65951 -7.88563
C 2.19422 -27.75483 -9.09835
O 2.73486 -28.27840 -10.31876
C 2.34256 -27.50643 -11.45486
H -1.02833 -27.78658 -2.64130
H -0.95138 -26.19921 -3.36854
H 0.12104 -26.70379 -2.01159
H -0.75282 -27.58483 -5.50607
H -0.64421 -29.15307 -4.61190
H 0.26081 -29.59221 -6.67695
H 1.58141 -29.52239 -5.51917
H 2.38841 -27.72117 -6.11431
H 2.02633 -29.65639 -8.15228
H 3.44725 -28.80815 -7.73923
H 2.74392 -26.82458 -8.95495
H 1.12121 -27.57737 -9.17085
H 2.87728 -26.56361 -11.33971
H 1.27487 -27.29057 -11.41581
H 2.69533 -27.89924 -12.40846
C 9.40665 -26.14727 -16.89413
O 9.99085 -26.56074 -15.66348
C 9.98190 -25.72597 -14.55486
C 10.29044 -26.38399 -13.20969
N 11.77846 -26.75614 -13.15572
C 12.57072 -25.58089 -12.63224
C 14.01834 -25.95152 -12.81216
O 14.36822 -25.83037 -14.14317
C 15.78436 -26.11966 -14.26834
H 9.15716 -25.09639 -17.04073
H 8.51438 -26.76716 -16.98189
H 10.07715 -26.34935 -17.72942
H 8.97103 -25.35763 -14.38007
H 10.63921 -24.90049 -14.82804
H 9.71313 -27.30747 -13.16522
H 10.05807 -25.78810 -12.32707
H 12.07133 -26.97352 -14.09757
H 12.21007 -25.27685 -11.64960
H 12.31616 -24.70897 -13.23480
H 14.14237 -26.92276 -12.33319
H 14.54656 -25.19648 -12.22992
H 16.09227 -27.15191 -14.10174
H 16.34239 -25.51669 -13.55200
H 16.13651 -26.07847 -15.29906
C 6.10647 -25.08994 -16.68703
O 6.72262 -25.52424 -17.93037
C 7.01087 -24.51561 -18.87417
C 7.70484 -25.10434 -20.03628
N 6.79131 -25.77266 -20.99368
C 7.52947 -26.08670 -22.20903
C 7.60342 -24.89841 -23.21750
O 8.27678 -25.29463 -24.44277
C 7.97861 -24.53386 -25.66343
H 6.70333 -24.38245 -16.11144
H 6.17670 -26.07433 -16.22427
H 5.11703 -24.63805 -16.75708
H 7.76554 -23.84180 -18.46852
H 6.15189 -23.95724 -19.24630
H 8.38937 -25.85585 -19.64290
H 8.30123 -24.29805 -20.46329
H 6.32149 -26.55567 -20.56211
H 7.08879 -26.88562 -22.80537
H 8.48774 -26.50974 -21.90761
H 8.08533 -24.01333 -22.80220
H 6.61281 -24.55394 -23.51439
H 8.31527 -23.51372 -25.47880
H 6.95505 -24.77380 -25.95127
H 8.52198 -24.86228 -26.54942
C -2.73993 -31.38670 -10.47233
O -1.78907 -30.51694 -9.81107
C -0.43563 -30.85710 -9.80259
C 0.22241 -31.13673 -11.17355
N 1.71787 -31.17609 -11.06477
C 2.33465 -31.16539 -12.37879
C 3.87781 -31.19938 -12.37934
O 4.18124 -31.14505 -13.71322
C 5.49937 -31.52127 -14.13973
H -3.63137 -31.20583 -9.87174
H -2.49717 -32.44138 -10.34266
H -2.77439 -31.42123 -11.56124
H -0.28946 -31.70998 -9.13977
H 0.02164 -29.96376 -9.37723
H -0.19369 -30.48422 -11.94113
H -0.08936 -32.09250 -11.59473
H 2.00868 -30.41463 -10.46836
H 2.23906 -30.17593 -12.82594
H 2.02897 -32.02184 -12.97975
H 4.29828 -32.14803 -12.04564
H 4.28871 -30.37731 -11.79327
H 5.68506 -31.35926 -15.20151
H 5.67611 -32.59638 -14.10793
H 6.16641 -30.88414 -13.55902
C 12.64063 -32.75388 -7.64440
O 11.99194 -32.84164 -8.95913
C 11.86511 -31.52605 -9.45461
C 11.47014 -31.55947 -10.90263
N 10.19368 -32.26695 -11.04259
C 8.94632 -31.47563 -11.03520
C 7.63757 -32.28249 -11.19855
O 7.47182 -33.34692 -10.27678
C 6.27703 -34.08327 -10.53917
H 12.85085 -33.73345 -7.21504
H 11.80978 -32.35401 -7.06311
H 13.51879 -32.10826 -7.65415
H 12.75843 -30.90395 -9.39916
H 11.13313 -31.00640 -8.83633
H 12.22114 -32.15004 -11.42736
H 11.45257 -30.51440 -11.21183
H 10.09225 -33.00146 -10.35679
H 9.00095 -30.72338 -11.82210
H 8.90132 -30.90343 -10.10856
H 7.75725 -32.77651 -12.16276
H 6.79934 -31.60762 -11.02526
H 6.33173 -35.00598 -9.96152
H 6.21523 -34.25254 -11.61418
H 5.43884 -33.41912 -10.32830
C 9.21853 -31.61046 -14.89139
O 8.77966 -31.48096 -16.21095
C 9.26714 -30.34134 -16.88574
C 8.90717 -30.50196 -18.36435
N 7.56304 -30.05610 -18.72632
C 7.29510 -30.15949 -20.16921
C 5.86063 -29.62456 -20.49453
O 5.82954 -28.21215 -20.20902
C 4.73800 -27.58371 -19.55830
H 10.29798 -31.72818 -14.79638
H 8.81638 -32.56979 -14.56574
H 8.71062 -30.86877 -14.27494
H 10.35358 -30.28039 -16.82212
H 8.70594 -29.48848 -16.50389
H 9.25731 -31.47366 -18.71260
H 9.56263 -29.79688 -18.87556
H 7.47580 -29.17153 -18.24669
H 7.25598 -31.17149 -20.57224
H 8.02161 -29.53361 -20.68745
H 5.08418 -30.09155 -19.88861
H 5.64830 -29.78596 -21.55140
H 4.75229 -27.76192 -18.48306
H 3.87275 -27.90677 -20.13718
H 4.74909 -26.50298 -19.69977
N 5.73083 -28.49325 -12.20804
C 6.79352 -28.22797 -12.79603
N 6.63975 -28.16131 -14.07879
O 7.86293 -28.33700 -12.23777
H 4.92479 -28.25530 -12.76819
H 5.67326 -28.68682 -11.21843
H 7.46679 -28.04652 -14.64707
H 5.78981 -28.36072 -14.58666
N 10.34251 -27.99460 -10.34607
C 11.38449 -28.05279 -9.53775
N 12.50751 -27.65322 -10.12097
O 11.31452 -28.45534 -8.36829
H 10.43513 -27.78660 -11.33007
H 9.43378 -28.26921 -10.00125
H 12.45557 -27.31946 -11.07282
H 13.29915 -27.55714 -9.50116
N 2.95457 -29.64279 -15.55596
C 3.12665 -28.36212 -15.71872
N 2.55009 -28.08590 -16.75937
O 3.63372 -27.58167 -14.89412
H 3.56564 -30.14206 -14.92555
H 2.43243 -30.16097 -16.24802
H 2.23666 -28.86571 -17.31949
H 2.28634 -27.14539 -17.01627

Values from the calculation:
SMILES = COCCNCCOC.COCCNCCOC.COCCNCCOC.COCCNCCOC.COCCNCCOC.COCCNCCOC.COCCNCCOC.NC(N)=O.NC(N)=O.NC(N)=O
energy relative to the best compared isomer or geometry (same formula, charge and spin) = 6.5087 eV
calculated total energy = -102728.638 eV
HOMO energy = -7.8 eV
HOMO-LUMO gap = 0.29311 Eh

Mulliken atomic charge list, values in e, 8 entries: C -0.986; O -0.184; C -0.453; C 0.819; N -0.117; C 0.093; C -0.951; O -0.301